# 1
A gas-phase ion, C5H11NO (charge -1) at a distorted geometry. Source: the Open Molecules 2025 dataset; level of theory: ωB97M-V/def2-TZVPD.

Geometry as XYZ:
```
18
Properties=species:S:1:pos:R:3:forces:R:3:mulliken_charge:R:1
C 1.095105 1.670570 -0.898213 -1.5 0.9 -1.5 -0.36
C 1.702233 0.895527 -2.037475 1.4 -1.6 0.8 -1.16
C -0.426179 1.380427 -0.795879 0.0 -0.8 2.0 -0.80
N -0.657747 0.090862 -0.159212 0.8 0.5 -0.6 -0.34
C -0.412782 -0.214138 1.264268 -0.8 -1.0 -0.4 -0.44
C -1.032029 -1.570733 1.560685 -1.4 0.8 0.5 -0.57
O -0.495911 -2.727544 1.601097 0.8 -0.2 -0.2 -0.71
H 1.147140 2.744411 -1.133165 0.5 0.0 0.6 0.33
H 1.482303 1.370830 0.072003 0.4 0.4 -0.1 0.23
H 2.798977 0.930616 -2.126452 -0.1 0.8 0.1 0.33
H 1.301518 1.060327 -3.033814 -0.4 0.0 0.1 0.31
H 1.623102 -0.147283 -1.701167 -0.6 -0.2 -0.7 0.30
H -1.009748 1.418661 -1.714678 0.4 0.1 -0.3 0.43
H -0.820344 2.150770 -0.104872 -0.1 0.2 -0.3 0.28
H -1.232653 -0.584282 -0.613400 -0.3 -0.2 -0.1 0.42
H -0.946853 0.498530 1.911492 0.2 0.4 -0.1 0.19
H 0.644320 -0.233322 1.521233 0.3 0.1 0.0 0.26
H -2.155376 -1.464728 1.599459 0.4 -0.2 0.0 0.30
```
Positions in Å, forces in eV/Å.

The calculation puts the relative energy (zero: lowest compared OMol25 entry of this formula, charge and spin) at 127.4 kJ/mol. The orbital gap (alpha / beta) is 3.41 / 6.79 eV. The spin multiplicity is 2. As for the expectation value of S²: 0.754. Its charge is -1. Its LUMO energy (alpha / beta) is 3.8 / 3.8 eV.



# 2
2 unconnected molecules or ions with the total composition H3N3O2 at a distorted geometry. Source: the Open Molecules 2025 dataset; level of theory: ωB97M-V/def2-TZVPD.

Geometry as XYZ:
```
8
Properties=species:S:1:pos:R:3:forces:R:3:mulliken_charge:R:1
N -0.731582 0.314334 1.260697 -2.3 -0.7 1.2 0.40
N -0.685575 0.638213 -0.927730 -2.6 0.8 -1.3 -0.44
N -0.125289 0.210182 0.200344 2.0 0.1 2.1 0.09
O 1.270347 -1.156275 -0.144513 -1.6 -2.4 -1.6 -0.48
O -0.613344 -0.173272 2.378765 0.8 0.9 -1.8 -0.37
H -1.138326 -0.105824 -1.477805 0.6 0.5 0.5 0.27
H -0.095771 1.249179 -1.453316 0.5 -0.2 -0.3 0.24
H 2.119540 -0.976537 0.163558 2.6 1.0 1.2 0.29
```
Positions in Å, forces in eV/Å.

The calculation puts the relative energy (zero: lowest compared OMol25 entry of this formula, charge and spin) at 163.6 kJ/mol. The orbital gap (alpha / beta) is 9.02 / 7.68 eV. The spin multiplicity is 3. As for the expectation value of S²: 2.009. Its LUMO energy (alpha / beta) is 0.7 / -2.1 eV.



# 3
3 unconnected molecules or ions with the total composition C5H13NO2 at a distorted geometry. Source: the Open Molecules 2025 dataset; level of theory: ωB97M-V/def2-TZVPD.

Geometry as XYZ:
```
21
Properties=species:S:1:pos:R:3:forces:R:3:mulliken_charge:R:1
N -1.514145 3.412341 0.951742 -3.4 -0.5 2.8 -0.56
C -1.143741 2.151169 1.507801 3.1 1.1 -3.9 -0.12
C -0.031464 1.556321 0.961846 -1.9 -0.5 2.6 -0.50
C 0.566479 0.280243 1.449766 -1.6 3.6 2.5 -0.40
C 0.843757 -0.715777 0.697106 0.6 -0.8 -3.2 0.28
C 1.036051 -2.117072 1.116342 -3.6 -2.6 -1.8 -1.00
H -2.557737 3.522649 0.877861 1.4 -0.1 0.5 0.23
H -1.205152 3.608704 0.068170 1.5 0.3 -2.5 0.24
H -1.809619 1.835326 2.229028 -0.8 -1.0 1.7 0.41
H 0.404093 2.099784 0.189457 0.9 0.7 -1.5 0.40
H 0.591575 0.305849 2.544263 -0.1 -0.8 -0.2 0.33
H 0.851534 -0.415475 -0.423112 -0.2 -1.2 1.8 -0.11
H 1.170473 -2.699876 0.191286 1.0 0.0 0.4 0.22
H 1.726599 -2.378994 1.871531 0.8 0.0 0.7 0.38
H -0.026126 -2.700200 1.350706 2.3 1.9 0.1 0.19
H -0.563195 0.609850 -2.147445 0.0 -0.1 -0.1 0.28
H 0.449023 -0.408922 -2.654438 2.5 -0.5 -0.3 0.35
O -0.451258 -0.271607 -2.520686 -2.9 0.9 0.4 -0.62
H 0.270949 -2.485884 -3.410257 -1.9 0.1 -2.7 0.32
H 0.455626 -2.777097 -2.062507 -0.1 -0.3 1.4 0.31
O 0.936278 -2.411332 -2.788461 2.3 -0.1 1.2 -0.64
```
Positions in Å, forces in eV/Å.

The calculation puts the relative energy (zero: lowest compared OMol25 entry of this formula, charge and spin) at 351.7 kJ/mol. The orbital gap is 8.65 eV. Its SMILES is C/C=C/C=C/N.O.O. Its LUMO energy is 0.8 eV.



# 4
A molecular structure, C15H28Cl18 at a distorted geometry. Source: the Open Molecules 2025 dataset; level of theory: ωB97M-V/def2-TZVPD.

Geometry as XYZ:
```
61
Properties=species:S:1:pos:R:3:forces:R:3:mulliken_charge:R:1
Cl 3.028022 -3.486497 3.457220 0.0 0.3 0.1 0.17
C 2.971922 -1.739587 3.277960 0.7 -0.8 1.3 -0.25
C 4.209262 -1.024307 3.965830 1.3 0.1 -1.0 -0.37
Cl 5.811782 -1.736227 3.561060 -1.0 -0.1 0.4 -0.04
H 2.070092 -1.411957 3.795130 0.0 0.3 -0.6 0.40
H 3.068802 -1.647977 2.196140 -0.2 0.6 -0.4 0.28
H 4.043202 -0.994787 5.042700 0.1 -0.3 0.0 0.40
H 4.381512 -0.020987 3.576240 -0.9 0.0 0.1 0.27
Cl -1.439408 0.449753 2.775950 1.4 -0.8 -0.9 -0.06
C -2.955448 0.959673 3.409860 -1.7 0.7 0.8 -0.47
C -4.151788 0.506913 2.593810 -0.7 -0.2 -0.5 -0.30
Cl -5.717508 1.001453 3.340260 0.4 -0.1 0.4 -0.20
H -2.857268 2.038893 3.527130 -0.4 -0.1 0.1 0.29
H -3.105718 0.455343 4.364410 0.3 0.4 0.2 0.30
H -4.137788 -0.582987 2.588340 -0.1 0.1 -0.2 0.27
H -4.331908 0.883563 1.586940 1.0 -0.1 0.0 0.16
Cl 1.304762 0.198143 -5.906280 -0.1 0.2 0.6 -0.18
C 0.864572 0.948123 -4.333760 -1.3 0.0 0.2 0.15
C 1.664542 2.142813 -4.016380 2.1 -0.4 0.2 -0.47
Cl 3.367042 1.477153 -3.501830 -1.1 1.0 -0.4 -0.22
H 0.868232 0.221273 -3.521500 0.1 -0.2 -0.4 -0.25
H -0.143388 1.354383 -4.417780 -0.3 -0.5 -0.3 0.32
H 1.314942 2.725873 -3.164360 -0.1 -0.3 -0.1 0.26
H 1.723782 2.761633 -4.911730 0.6 0.1 0.3 0.42
Cl -5.283858 -0.157837 -0.908480 0.3 -0.8 -0.3 -0.21
C -3.931988 -0.973347 -1.809120 0.1 1.5 -0.6 0.27
C -4.317178 -2.005717 -2.862510 1.1 -1.4 0.9 -0.34
Cl -4.940818 -3.499787 -2.039970 -0.6 0.3 -0.1 -0.19
H -3.140888 -1.246587 -1.110830 -0.7 -0.8 0.2 -0.27
H -3.438018 -0.107607 -2.250240 -0.2 -0.1 -0.7 0.19
H -3.414448 -2.483467 -3.243220 0.4 0.8 -0.2 0.18
H -4.895448 -1.756967 -3.752360 -0.4 0.4 0.7 0.40
Cl 0.182352 3.954053 2.606560 0.0 0.3 0.8 -0.13
C 0.794122 5.262983 3.704970 0.8 0.9 -0.6 -0.61
C -0.301698 6.132423 4.333920 -0.5 -0.4 -1.3 -0.27
Cl 0.258492 7.407273 5.356680 1.2 0.7 1.1 -0.18
H 1.291712 5.923843 2.995200 0.0 0.1 0.0 0.30
H 1.633612 4.944623 4.323040 -0.6 -0.6 0.4 0.37
H -1.102628 5.657723 4.900730 0.1 -0.4 -0.5 0.29
H -0.643118 6.723563 3.484160 -0.9 -0.6 0.0 0.23
Cl 3.788312 -4.051577 -4.303450 0.1 -0.2 0.5 -0.19
C 2.643472 -2.989917 -5.112030 -0.7 0.1 -1.2 -0.33
C 1.147132 -3.321107 -4.759520 1.2 0.4 0.6 -0.63
Cl 0.835122 -2.750957 -3.046540 -0.1 0.0 -0.4 -0.08
H 2.887662 -3.101707 -6.168420 -0.7 -0.7 -0.3 0.38
H 2.994602 -1.960237 -5.044410 -0.7 0.1 1.1 0.17
H 0.939472 -4.389017 -4.692160 0.4 0.1 -0.2 0.39
H 0.374672 -2.881707 -5.390670 0.5 0.3 0.0 0.30
Cl 2.678452 0.723293 1.205640 0.6 -1.0 0.8 -0.23
C 1.298472 1.358863 0.331820 -0.8 -0.4 -1.3 0.18
C 0.510642 0.261453 -0.476760 0.8 -0.6 1.7 -0.12
Cl -0.911058 0.914093 -1.269110 0.0 0.3 -0.1 -0.15
H 1.851062 2.115083 -0.225750 -0.9 0.2 -0.5 0.38
H 0.585592 1.765743 1.049000 0.3 0.2 -0.1 -0.23
H 0.173502 -0.434417 0.291490 -0.5 0.2 0.3 -0.07
H 1.015562 -0.483077 -1.092240 0.6 0.9 -0.7 0.32
C -0.701158 -3.997817 1.148310 -0.5 -0.9 -0.8 0.22
Cl -1.991388 -5.284667 1.498620 1.5 1.3 -0.3 -0.07
Cl -0.249138 -3.131697 2.592740 -0.8 0.6 0.6 -0.10
Cl 0.855852 -4.686627 0.608750 -0.5 -0.5 -0.4 -0.10
Cl -1.329288 -2.928827 -0.159190 0.3 -0.5 0.9 0.03
```
Positions in Å, forces in eV/Å.

The orbital gap (alpha / beta) is 9.56 / 2.26 eV. The spin multiplicity is 2. As for the expectation value of S²: 0.754. Its charge is +1. Its LUMO energy (alpha / beta) is -2.9 / -10.2 eV.



# 5
A molecular structure, C3H6N2O at a distorted geometry. Source: the Open Molecules 2025 dataset; level of theory: ωB97M-V/def2-TZVPD.

Geometry as XYZ:
```
12
Properties=species:S:1:pos:R:3:forces:R:3:mulliken_charge:R:1
C -1.092626 0.139225 0.106748 -6.0 0.2 -4.6 0.10
C -2.120672 -0.677423 -0.632820 1.8 0.9 2.2 -0.66
C 1.225863 0.770406 0.102622 2.4 -2.8 3.1 0.06
H 1.415359 -1.199318 1.189146 -2.7 -2.2 -4.2 0.45
H -1.276475 1.326443 0.071542 0.1 -2.9 0.2 0.14
H -2.963655 -0.003150 -0.890763 0.5 -0.7 0.3 0.22
H -2.403140 -1.886751 -0.856927 1.7 3.7 1.1 0.24
H 0.903404 1.797839 0.023393 0.4 0.3 -0.7 0.28
H 3.074876 1.027870 -0.193792 -1.1 -2.3 2.4 0.26
N 0.171909 -0.084154 0.432241 2.2 -1.8 -0.9 0.02
N 2.458463 0.246012 0.363501 -2.0 5.0 -3.9 -0.62
O 0.606693 -1.456999 0.285110 2.7 2.6 5.3 -0.48
```
Positions in Å, forces in eV/Å.

The calculation puts the relative energy (zero: lowest compared OMol25 entry of this formula, charge and spin) at 701.8 kJ/mol. The orbital gap is 8.59 eV. Its LUMO energy is 0.4 eV.



# 6
C2HN3OS in the gas phase at a distorted geometry. Source: the Open Molecules 2025 dataset; level of theory: ωB97M-V/def2-TZVPD.

Geometry as XYZ:
```
8
Properties=species:S:1:pos:R:3:forces:R:3:mulliken_charge:R:1
C 0.606996 -0.379206 -0.616745 2.0 -4.8 1.3 0.34
C -0.312762 -0.661807 0.481713 -1.9 5.1 2.5 -0.14
H -0.252233 -1.615898 0.834300 -0.5 -2.6 0.9 0.47
N -1.015453 0.235850 1.232134 3.4 -1.4 -2.9 -0.27
N -0.798768 1.643837 0.721858 0.6 -3.3 -5.9 -0.08
N -0.435056 1.701550 -0.521913 -0.7 2.9 4.3 0.07
O 0.401432 0.670774 -1.271670 -1.2 1.9 -0.3 -0.16
S 1.805844 -1.595101 -0.859678 -1.8 2.3 0.0 -0.22
```
Positions in Å, forces in eV/Å.

The calculation puts the relative energy (zero: lowest compared OMol25 entry of this formula, charge and spin) at 300.1 kJ/mol. The orbital gap is 7.50 eV. Its SMILES is S=c1cnnno1. Its LUMO energy is -2.1 eV.